{
  "formula": "CH2N4O",
  "method": "the ωB97M-V functional and the def2-TZVPD basis",
  "homo_energy_ev": -8.75,
  "gap_ev": 8.16,
  "e_lumo_ha": -0.022,
  "e_above_lowest_kcal_mol": 76.5,
  "elements": ["N", "C", "N", "O", "N", "N", "H", "H"],
  "xyz": [[-0.4934, -1.3521, 0.8609], [-0.3586, -0.2425, 0.2473], [-1.0795, 0.8785, -0.0662], [-0.2044, 1.6688, -0.7804], [0.9706, 1.1506, -0.9332], [0.9022, 0.0212, -0.3351], [-1.4074, -1.4926, 1.2668], [1.6705, -0.6319, -0.2601]],
  "forces_ev_per_a": [[-0.205, 0.093, 0.039], [0.018, 0.041, -0.014], [0.054, -0.452, 0.199], [0.178, 0.107, -0.118], [-0.201, -0.279, 0.216], [0.093, 0.123, -0.076], [-0.120, 0.132, -0.038], [0.184, 0.234, -0.208]],
  "lowdin_charge": [0.08, -0.54, 0.11, -0.06, 0.09, 0.11, 0.03, 0.17]
}

***

{
  "formula": "CH2N4O",
  "method": "the ωB97M-V functional and the def2-TZVPD basis",
  "homo_energy_ev": -9.77,
  "gap_ev": 10.30,
  "e_lumo_ha": 0.020,
  "e_above_lowest_kcal_mol": 87.4,
  "smiles": "[H]/N=c1/nn[nH]o1",
  "elements": ["H", "N", "C", "N", "N", "N", "O", "H"],
  "xyz": [[-1.0246, 2.0661, 1.3176], [-0.9181, 0.9622, 1.4109], [-0.2397, 0.2682, 0.5743], [-0.1273, -1.2651, 0.7423], [0.4481, -1.4601, -0.3008], [0.8339, -0.4123, -1.0267], [0.0520, 0.5990, -0.6788], [0.9755, -0.7580, -2.0388]],
  "forces_ev_per_a": [[0.532, -3.300, -0.492], [1.337, 1.762, -0.399], [-5.056, 1.217, 4.343], [-0.491, 4.647, -0.196], [2.679, -4.729, -1.999], [2.430, -3.880, -2.802], [-0.398, 2.622, -0.286], [-1.032, 1.661, 1.831]],
  "lowdin_charge": [0.11, 0.12, -0.47, 0.14, -0.07, -0.06, 0.04, 0.20]
}

***

{
  "formula": "CH2N4O2",
  "method": "the ωB97M-V functional and the def2-TZVPD basis",
  "homo_energy_ev": [-8.83, -8.85],
  "gap_ev": [7.63, 7.64],
  "e_lumo_ha": [-0.044, -0.045],
  "e_above_lowest_kcal_mol": 159.2,
  "elements": ["C", "N", "N", "N", "N", "O", "O", "H", "H"],
  "xyz": [[-0.5710, 0.7901, -0.0927], [-1.7540, 0.6290, -0.0984], [0.1557, -1.0314, -0.1084], [1.3588, -0.8566, -0.0308], [1.9580, 0.2502, 0.2410], [0.5114, 1.3783, -0.0807], [3.0926, 0.5734, -0.0698], [-2.5744, 1.2027, -0.0359], [1.9183, -1.6318, 0.0371]],
  "forces_ev_per_a": [[1.874, -0.772, -0.101], [-1.756, -0.383, 0.070], [-0.778, 0.325, -0.204], [-3.786, -1.419, -2.201], [4.279, 4.391, 4.058], [-1.235, 1.033, -0.654], [-1.503, -0.942, -1.166], [0.429, 0.392, -0.048], [2.475, -2.623, 0.245]],
  "lowdin_charge": [-0.46, 0.17, 0.18, -0.08, -0.14, 0.06, 0.05, 0.08, 0.14]
}

***

{
  "formula": "CH2N4O2",
  "method": "the ωB97M-V functional and the def2-TZVPD basis",
  "homo_energy_ev": -9.27,
  "gap_ev": 9.64,
  "e_lumo_ha": 0.014,
  "e_above_lowest_kcal_mol": 35.7,
  "elements": ["C", "N", "N", "N", "N", "O", "O", "H", "H"],
  "xyz": [[1.9884, 1.1614, -0.4188], [0.2669, -2.5774, -0.4576], [-0.3310, -1.7069, -0.0816], [-0.5843, -0.6135, 0.4534], [-1.6617, 0.1380, 0.2281], [2.3243, 1.7912, 0.4608], [1.5783, 0.5111, -1.2436], [-2.2394, 0.1970, 1.0259], [-1.3415, 1.0990, 0.0335]],
  "forces_ev_per_a": [[-0.208, 0.114, 0.749], [-0.331, -0.750, 0.009], [-0.121, 1.299, -0.704], [3.029, -1.382, 1.971], [-1.753, 1.714, -2.309], [1.272, 1.945, 2.327], [-1.020, -2.064, -3.129], [-0.641, -0.119, 1.125], [-0.226, -0.758, -0.038]],
  "lowdin_charge": [-0.48, 0.19, -0.18, -0.11, -0.02, 0.23, 0.21, 0.06, 0.09]
}